No. 1
The following is a quantum chemistry calculation of a cluster of 2 separate species, C4H10O2 in total, from the Open Molecules 2025 dataset.

- LUMO level: 0.9 eV
- DFT total energy: -8404.37589 eV
- SMILES: CCC=O.CO
- Energy above the lowest of the compared OMol25 structures with the same formula, charge and spin: 27.01 kcal per mole
- Total charge: 0
- HOMO-LUMO gap: 0.395 hartree
- HOMO energy: -9.890 eV

Each line ends with the Löwdin charge.
Cartesian coordinates (Å):
1 C 0.8607 -0.1478 -2.2265  -0.10
2 C 0.8642 0.1881 -0.7357  -0.21
3 C 0.2569 1.5484 -0.5448  -0.25
4 O -0.6225 1.8484 0.2349  0.04
5 H 1.2542 0.6896 -2.8141  0.07
6 H -0.1517 -0.3557 -2.5865  0.08
7 H 1.4817 -1.0193 -2.4359  0.07
8 H 0.3459 -0.5444 -0.1134  0.10
9 H 1.8971 0.2408 -0.3620  0.13
10 H 0.6751 2.3253 -1.2183  0.13
11 C -1.2941 -1.1064 2.2228  -0.18
12 O -0.2607 -0.1583 2.1451  -0.15
13 H -1.8255 -1.2068 1.2662  0.08
14 H -0.8431 -2.0695 2.4814  0.08
15 H -2.0319 -0.8593 2.9987  0.08
16 H -0.6065 0.6269 1.6881  0.03

=====

No. 2
The following is a quantum chemistry calculation of a cluster of 11 separate species, C35H83N9O13 in total, from the Open Molecules 2025 dataset.

- LUMO level: 0.2 eV
- DFT total energy: -77668.93012 eV
- SMILES: CNC(C)=O.CNC(C)=O.CNC(C)=O.CNC(C)=O.CNC(C)=O.CNC(C)=O.CNC(C)=O.CNC(C)=O.CNC(C)=O.COCCOC.COCCOC
- Energy above the lowest of the compared OMol25 structures with the same formula, charge and spin: 6.52 kcal per mole
- Total charge: 0
- HOMO-LUMO gap: 0.343 hartree
- HOMO energy: -9.094 eV

Each line ends with the Löwdin charge.
Cartesian coordinates (Å):
1 C 8.2737 23.1559 -11.8615  -0.02
2 N 7.5987 22.1151 -10.9858  0.03
3 C 7.1389 20.9654 -11.3746  -0.66
4 C 6.5464 20.1772 -10.3202  0.00
5 O 7.2019 20.5472 -12.5039  0.04
6 H 8.3686 24.1162 -11.3547  0.08
7 H 7.7821 23.2194 -12.8323  0.08
8 H 9.2735 22.8065 -12.1191  0.08
9 H 7.7511 22.1067 -9.9874  0.14
10 H 5.6544 20.5799 -9.8403  0.10
11 H 7.3106 19.8136 -9.6334  0.09
12 H 6.2934 19.2184 -10.7726  0.07
13 C 0.2431 14.7368 -13.2873  -0.06
14 N 0.7836 15.2326 -14.5435  0.03
15 C 2.0063 15.8356 -14.5670  -0.48
16 C 2.5106 16.0546 -16.0013  0.01
17 O 2.7743 16.1135 -13.6410  -0.01
18 H -0.7900 15.0772 -13.2161  0.08
19 H 0.7786 15.0434 -12.3888  0.06
20 H 0.1219 13.6538 -13.2673  0.08
21 H 0.4000 14.9069 -15.4192  0.14
22 H 2.0394 16.9552 -16.3950  0.08
23 H 2.3570 15.2123 -16.6758  0.09
24 H 3.5513 16.3786 -15.9945  0.07
25 C 6.4544 18.0289 -15.4348  -0.05
26 N 5.6968 18.4420 -16.5886  0.01
27 C 5.7294 17.7826 -17.7522  -0.58
28 C 4.7947 18.2983 -18.7903  -0.01
29 O 6.2897 16.7130 -17.9363  0.04
30 H 7.4039 17.7513 -15.8926  0.08
31 H 5.9898 17.1061 -15.0872  0.08
32 H 6.5863 18.7486 -14.6269  0.08
33 H 4.9574 19.1041 -16.4011  0.13
34 H 5.2286 18.5970 -19.7446  0.09
35 H 4.1626 19.0829 -18.3744  0.07
36 H 4.1959 17.4852 -19.2005  0.08
37 C 9.3888 10.7210 -10.5150  -0.06
38 N 9.3821 11.7410 -11.5638  0.03
39 C 9.6127 11.4977 -12.8784  -0.51
40 C 9.5622 12.7351 -13.8126  0.02
41 O 9.8905 10.3626 -13.2807  0.00
42 H 10.4066 10.6087 -10.1416  0.06
43 H 9.1425 9.7398 -10.9207  0.08
44 H 8.7182 10.9604 -9.6897  0.07
45 H 9.1756 12.6819 -11.2604  0.10
46 H 8.9916 12.6072 -14.7325  0.07
47 H 10.5689 13.0652 -14.0689  0.07
48 H 9.0794 13.5994 -13.3565  0.04
49 C 5.5341 11.5710 -9.4113  -0.03
50 N 4.6284 12.4604 -10.2110  0.02
51 C 4.5367 13.7736 -10.0086  -0.57
52 C 3.4716 14.5179 -10.8220  0.01
53 O 5.0848 14.3693 -9.0620  0.01
54 H 5.3337 11.5963 -8.3402  0.09
55 H 6.5413 11.8613 -9.7102  0.06
56 H 5.4818 10.5460 -9.7783  0.08
57 H 4.1888 12.1834 -11.0771  0.13
58 H 3.9119 14.9631 -11.7142  0.06
59 H 3.0655 15.3284 -10.2169  0.07
60 H 2.6431 13.8564 -11.0754  0.07
61 C 4.2499 19.2448 -13.0342  -0.06
62 N 3.2557 18.4883 -12.2987  0.04
63 C 2.5825 18.8052 -11.2085  -0.59
64 C 1.6471 17.7553 -10.6896  0.00
65 O 2.5416 19.8878 -10.6380  0.02
66 H 4.0514 18.9607 -14.0676  0.07
67 H 5.2930 19.0192 -12.8125  0.04
68 H 4.2810 20.3343 -13.0335  0.09
69 H 2.9860 17.5967 -12.6892  0.06
70 H 2.1108 17.3235 -9.8027  0.08
71 H 1.5090 16.9965 -11.4598  0.05
72 H 0.7256 18.3141 -10.5263  0.09
73 C 12.1177 15.0531 -7.5674  -0.04
74 N 11.6853 15.1181 -6.1204  0.01
75 C 11.9133 14.1046 -5.2954  -0.59
76 C 11.5729 14.4926 -3.8819  -0.01
77 O 12.5502 13.1274 -5.6781  0.03
78 H 13.1493 14.7057 -7.6239  0.08
79 H 12.0421 16.0376 -8.0291  0.07
80 H 11.5727 14.3152 -8.1561  0.07
81 H 11.3044 15.9656 -5.7244  0.12
82 H 10.6255 13.9889 -3.6899  0.09
83 H 11.5934 15.5704 -3.7208  0.08
84 H 12.2584 13.9532 -3.2283  0.08
85 C 13.1143 11.5011 -10.5613  -0.04
86 N 13.2276 12.3788 -11.7487  0.03
87 C 13.4140 13.6803 -11.6486  -0.62
88 C 13.3300 14.4694 -12.9266  0.01
89 O 13.6802 14.2400 -10.6119  0.04
90 H 12.8567 12.0152 -9.6353  0.09
91 H 14.0272 10.9418 -10.3567  0.08
92 H 12.3650 10.7591 -10.8372  0.06
93 H 13.1258 11.9081 -12.6365  0.14
94 H 13.7902 15.4571 -12.9026  0.09
95 H 12.2725 14.5397 -13.1814  0.06
96 H 13.8788 13.9310 -13.6992  0.08
97 C 7.0345 13.6835 -17.6934  -0.06
98 N 7.6214 12.3443 -17.4809  0.02
99 C 7.2404 11.3729 -16.6497  -0.60
100 C 8.1268 10.1511 -16.6176  -0.01
101 O 6.2175 11.4609 -16.0215  0.04
102 H 6.9307 14.0408 -18.7179  0.08
103 H 7.6216 14.4409 -17.1740  0.06
104 H 6.0455 13.7643 -17.2424  0.07
105 H 8.3255 12.0894 -18.1587  0.13
106 H 8.1526 9.6782 -17.5993  0.08
107 H 7.8154 9.2933 -16.0215  0.08
108 H 9.1681 10.2629 -16.3153  0.08
109 C 10.1268 16.1009 -15.2443  -0.12
110 O 11.2756 16.7450 -15.6783  -0.17
111 C 11.2102 17.1402 -17.0652  -0.16
112 C 12.2503 18.2859 -17.2933  -0.17
113 O 13.6184 17.8092 -17.1844  -0.18
114 C 14.5371 18.8672 -17.2926  -0.14
115 H 10.1612 15.4824 -14.3475  0.06
116 H 9.7841 15.3967 -16.0025  0.08
117 H 9.3192 16.8196 -15.1057  0.07
118 H 10.2187 17.5540 -17.2496  0.11
119 H 11.3727 16.3673 -17.8164  0.12
120 H 11.9682 19.0564 -16.5758  0.12
121 H 12.2029 18.7146 -18.2944  0.12
122 H 14.5831 19.3870 -18.2496  0.08
123 H 15.5573 18.5233 -17.1223  0.09
124 H 14.2788 19.6056 -16.5336  0.08
125 C 6.2449 14.4796 -13.6404  -0.07
126 O 7.3343 15.3886 -13.5362  -0.22
127 C 7.4122 16.2100 -12.3799  -0.18
128 C 7.7484 15.4866 -11.0361  -0.13
129 O 9.0260 14.8042 -11.0575  -0.21
130 C 10.1610 15.6243 -10.8676  -0.09
131 H 5.3233 15.0542 -13.7336  0.07
132 H 6.1674 13.7954 -12.7954  0.08
133 H 6.3866 13.8486 -14.5179  0.08
134 H 6.4692 16.7474 -12.2795  0.11
135 H 8.1632 16.9759 -12.5732  0.12
136 H 6.9006 14.8318 -10.8344  0.09
137 H 7.7780 16.2546 -10.2631  0.12
138 H 10.2977 16.3500 -11.6694  0.09
139 H 11.0477 14.9904 -10.8570  0.08
140 H 10.1832 16.1625 -9.9200  0.08